[1]
{"formula": "C5H11N4O", "method": "ωB97M-V/def2-TZVPD", "de_lowest_kj_mol": 425.8, "smiles": "[H]/N=C(/O)[N@@H+]1CNC=C1NC", "total_charge": 1, "species": ["H", "N", "C", "O", "N", "C", "N", "C", "C", "N", "C", "H", "H", "H", "H", "H", "H", "H", "H", "H", "H"], "coordinates": [[0.7049, -2.4203, 1.3528], [1.4176, -1.7759, 1.0474], [1.5184, -0.6510, 0.6509], [2.5938, -0.1056, 0.1428], [0.4887, 0.4353, 0.6376], [-0.2232, 0.7168, 1.8740], [-1.5564, 1.1103, 1.5954], [-1.8284, 0.9729, 0.1668], [-0.8021, 0.7135, -0.5993], [-0.5254, 0.5090, -1.8632], [-0.3934, -0.7339, -2.4082], [3.3811, -0.7983, 0.2762], [0.9896, 1.2132, 0.2887], [0.3774, 1.4766, 2.4441], [-0.2677, -0.2868, 2.3618], [-2.2231, 0.8639, 2.2208], [-2.8436, 0.9699, 0.0172], [0.0162, 1.1302, -2.5198], [-0.6111, -0.7411, -3.4424], [0.6916, -1.1344, -2.4458], [-0.9049, -1.4642, -1.7981]], "atomic_forces_ev_per_a": [[-0.3, 0.8, 0.1], [0.4, -3.5, 0.9], [-2.0, 1.8, -0.4], [3.7, -1.3, 0.0], [-0.6, 0.3, -1.4], [1.3, -1.3, 1.7], [1.8, 1.4, -5.4], [1.7, -0.2, 4.8], [0.4, -0.5, -0.3], [1.1, 3.3, -1.1], [2.6, -4.5, -0.2], [-2.4, 2.0, -0.6], [0.9, 1.3, 0.2], [-0.7, -0.8, -0.2], [0.4, 0.9, 0.3], [-2.5, -0.9, 2.0], [-2.1, 0.5, -1.4], [-1.1, 0.4, 1.9], [-1.0, -0.1, -1.0], [-1.1, 0.7, 0.4], [-0.6, -0.3, -0.4]]}


[2]
{"formula": "C5H11N4O2P", "method": "ωB97M-V/def2-TZVPD", "s_squared": 2.01, "multiplicity": 3, "total_energy_ev": -24700.93829, "total_charge": 0, "species": ["C", "C", "C", "C", "C", "N", "N", "N", "N", "O", "O", "P", "H", "H", "H", "H", "H", "H", "H", "H", "H", "H", "H"], "coordinates": [[2.2879, -0.8073, 1.8803], [2.5929, -0.5304, 0.4515], [0.9420, -1.4389, 1.8855], [2.0180, -1.2927, -0.5181], [-1.8709, -1.1325, -0.2723], [0.3629, -2.0497, 0.9675], [-2.1719, 2.7608, -0.0301], [-1.6906, 1.5017, -2.4010], [-1.9822, 0.1042, -0.0170], [0.1048, 1.7562, -0.4351], [0.9637, -2.1984, -0.2103], [-1.2876, 1.4942, -0.7568], [2.3898, 0.1525, 2.3885], [3.2753, 0.1866, 0.3002], [0.2166, -1.3057, 2.6861], [2.1519, -1.3563, -1.6544], [-1.4907, -1.5584, -1.2188], [2.9768, -1.4615, 2.1580], [-2.3276, -1.7384, 0.4517], [-1.5005, 3.4157, 0.2171], [-3.1184, 2.8741, 0.0186], [-1.6923, 0.5577, -2.8338], [-1.1499, 2.0662, -3.0572]], "atomic_forces_ev_per_a": [[-4.5, 2.8, -3.0], [-1.3, -2.1, 0.8], [2.8, 4.3, 7.4], [-2.2, -2.1, -2.4], [0.1, 1.5, -1.2], [-4.4, -5.1, -5.7], [2.9, -3.2, -1.7], [0.0, -1.7, -0.7], [0.6, 1.1, -0.6], [1.6, -0.1, 0.2], [2.9, 2.6, -0.7], [-2.7, 0.5, 0.7], [-0.3, -0.3, 0.6], [2.6, 2.2, -1.2], [0.6, 0.2, 0.4], [0.2, 0.4, 2.1], [0.1, 0.0, 0.5], [3.6, -2.9, 1.7], [-0.4, -1.4, 0.7], [0.6, 1.8, 0.8], [-2.5, 0.5, 0.1], [-0.2, 0.7, 0.6], [-0.1, 0.2, 0.8]]}


[3]
{"formula": "C5H11N4O3S", "method": "ωB97M-V/def2-TZVPD", "de_lowest_kj_mol": 246.2, "smiles": "C/[NH+]=C1/O[S@](=N)(=O)N(C)C(=O)N1C", "total_charge": 1, "species": ["C", "N", "C", "O", "S", "N", "O", "N", "C", "C", "O", "N", "C", "H", "H", "H", "H", "H", "H", "H", "H", "H", "H", "H"], "coordinates": [[-1.5788, 2.6432, -1.2722], [-0.3808, 1.9295, -1.2292], [0.0448, 0.8450, -0.5757], [1.2042, 0.4126, -0.9737], [1.8742, -1.1605, -0.6133], [2.9379, -0.8256, 0.3947], [2.0042, -1.7704, -1.9059], [0.5748, -1.7382, 0.2852], [0.8080, -3.1576, 0.5847], [-0.4874, -1.1258, 0.8850], [-1.2209, -1.6108, 1.6720], [-0.6823, 0.3151, 0.4680], [-1.4474, 1.2059, 1.3473], [-1.7806, 2.8384, -2.3260], [-1.5315, 3.6751, -0.6070], [-2.5296, 2.0667, -0.9858], [0.3990, 2.2419, -1.8540], [3.8863, -0.7211, 0.0257], [1.4792, -3.5585, -0.1120], [1.4492, -3.1458, 1.6209], [-0.1833, -3.6651, 0.5064], [-1.2836, 2.2011, 1.0901], [-2.4985, 0.9570, 1.3124], [-1.0571, 1.1480, 2.2624]], "atomic_forces_ev_per_a": [[-3.3, 2.4, 1.4], [3.8, -1.6, -0.3], [-2.1, 0.8, 1.2], [-0.5, -0.8, -0.4], [0.4, 1.1, 0.9], [-0.6, -0.8, -0.9], [-0.4, 0.6, 1.5], [1.0, -0.4, -1.6], [0.2, 0.4, 3.5], [0.1, 3.1, -0.6], [-0.2, -0.3, 0.2], [1.9, -1.3, -1.3], [-1.6, -1.2, -2.7], [0.2, 0.6, 0.1], [-0.2, -2.6, -1.9], [1.8, 0.6, 0.0], [-1.2, -0.1, 0.6], [-0.2, -0.1, 0.0], [0.7, -0.6, -1.3], [-2.2, -0.6, -2.2], [1.1, 0.1, 0.7], [0.1, 1.6, -0.8], [-0.2, 0.0, 0.2], [1.2, -0.8, 3.9]]}


[4]
{"formula": "C5H11N4S", "method": "ωB97M-V/def2-TZVPD", "de_lowest_kj_mol": 120.5, "total_charge": 1, "species": ["C", "C", "C", "C", "C", "N", "N", "N", "N", "S", "H", "H", "H", "H", "H", "H", "H", "H", "H", "H", "H"], "coordinates": [[2.1261, 1.5973, -0.1868], [1.4724, 0.4362, -0.0731], [3.5141, -0.3905, 0.0047], [4.5749, -1.4324, 0.1066], [-0.3069, -0.0310, 0.0036], [2.2533, -0.6159, -0.0346], [-0.5944, -1.2718, -0.2949], [-1.0762, 0.9188, 0.3705], [-3.9623, 1.0726, -0.1925], [3.7909, 1.3646, -0.1009], [1.6529, 2.6076, -0.1453], [5.4278, -1.1360, -0.3773], [4.7807, -1.5021, 1.1843], [4.2932, -2.3556, -0.1898], [0.0006, -1.9134, -0.7207], [-1.4420, -1.8295, -0.0756], [-2.1148, 1.0042, 0.2406], [-0.6321, 1.7686, 0.8567], [-4.0431, 0.4607, 0.5826], [-4.5223, 1.8031, 0.1927], [-4.6089, 0.8030, -0.9681]], "atomic_forces_ev_per_a": [[-1.8, 2.9, 0.6], [-4.1, -1.7, -0.2], [0.1, 1.1, -0.7], [-0.9, 2.7, 2.9], [5.5, 0.7, -0.6], [-0.1, -3.1, 0.4], [-2.4, -0.4, 0.6], [-0.9, 3.1, 1.8], [-0.7, 0.5, -1.2], [0.6, -0.9, 0.0], [0.8, -0.9, -0.3], [2.2, 0.7, -1.2], [0.3, -0.1, -0.2], [-1.3, -2.8, -1.2], [2.2, -0.4, -0.7], [0.2, 1.6, 0.1], [0.5, -0.4, -0.2], [-0.8, -1.9, -1.4], [-0.4, -1.7, 0.4], [-0.1, 1.5, 0.2], [1.1, -0.5, 0.8]]}


[5]
{"formula": "C5H11N7", "method": "ωB97M-V/def2-TZVPD", "de_lowest_kj_mol": 60.9, "total_charge": 2, "species": ["C", "C", "C", "C", "C", "N", "N", "N", "N", "N", "N", "N", "H", "H", "H", "H", "H", "H", "H", "H", "H", "H", "H"], "coordinates": [[0.3766, 1.5927, -0.9738], [1.2947, 0.6403, -0.2649], [-1.8035, -0.1735, 0.1934], [-1.1373, 2.0593, 0.7297], [1.3987, -1.1789, 1.2091], [-0.5561, 2.2016, -0.4176], [-1.8899, 0.8846, 0.9650], [-0.5797, -0.8013, -0.1880], [-2.8221, -0.6288, -0.4434], [-0.6629, -1.7897, -1.0792], [2.6381, 0.8518, -0.0978], [0.6975, -0.3713, 0.2874], [0.6120, 1.7383, -2.0311], [-1.2573, 2.8900, 1.4209], [1.9721, -1.9752, 0.8051], [1.9831, -0.5265, 1.8436], [0.7046, -1.5273, 1.9565], [-3.6922, -0.2762, -0.2045], [-2.7303, -1.2136, -1.3212], [-0.3444, -1.4924, -2.0335], [-0.4418, -2.6803, -0.5520], [3.0908, 1.7799, -0.2099], [3.1494, -0.0036, 0.4062]], "atomic_forces_ev_per_a": [[1.3, 0.2, -1.4], [2.3, 1.7, 0.4], [3.0, 0.2, -1.7], [-4.1, -4.9, 2.4], [-0.3, -0.2, 2.3], [0.9, 0.4, -1.5], [2.6, 4.6, 1.0], [-0.9, 2.5, 1.3], [0.1, -1.9, -2.3], [1.0, -1.6, -0.2], [-1.4, -2.4, 1.0], [-1.2, -0.4, -0.5], [-0.2, 0.3, 0.1], [0.1, -0.1, 0.0], [0.5, -0.7, -0.5], [0.6, 0.1, 0.0], [-0.5, -0.7, 0.0], [-2.1, 0.9, 0.4], [-0.1, 0.6, 1.9], [-0.1, -1.4, 1.2], [-0.1, 0.8, -2.2], [-0.4, -1.1, -0.1], [-1.0, 3.0, -1.6]]}


[6]
{"formula": "C5H11NO", "method": "ωB97M-V/def2-TZVPD", "de_lowest_kj_mol": 217.1, "s_squared": 0.75, "multiplicity": 2, "total_charge": -1, "species": ["C", "N", "C", "C", "C", "C", "O", "H", "H", "H", "H", "H", "H", "H", "H", "H", "H", "H"], "coordinates": [[0.2844, -0.5198, 2.1781], [-0.4206, 0.5763, 1.5801], [1.1192, -0.2413, -1.9078], [0.3063, -0.7077, -0.6379], [-0.3351, 0.6574, 0.0000], [-1.6160, 1.0792, -0.6397], [-2.1090, 0.4905, -1.5953], [-0.2010, -1.5031, 1.8675], [0.4909, -0.3690, 3.3232], [1.3480, -0.4906, 1.7726], [-1.3619, 0.6621, 1.9444], [1.5982, 0.6418, -1.7153], [0.4438, -0.0211, -2.7011], [1.8731, -0.9314, -2.3490], [0.9643, -1.0488, 0.0596], [-0.4966, -1.4980, -0.7989], [0.4523, 1.4877, -0.2948], [-2.3404, 1.7359, -0.0857]], "atomic_forces_ev_per_a": [[1.4, -0.1, 0.6], [0.6, 1.0, -1.2], [-1.4, -3.1, -0.1], [-2.3, 2.4, -2.1], [1.3, -0.2, 0.5], [0.1, 1.4, 3.1], [-1.3, -2.3, -3.7], [0.8, 0.6, 1.0], [-1.0, -0.5, -1.9], [-1.2, -0.3, 0.5], [-0.1, -0.1, -0.7], [1.4, 2.3, 0.8], [-0.8, 0.1, -0.6], [-0.4, 0.0, 0.6], [1.8, -1.1, 1.7], [1.0, 1.2, -0.2], [-0.8, -1.3, 1.3], [0.8, 0.2, 0.5]]}


[7]
{"formula": "C5H11NO", "method": "ωB97M-V/def2-TZVPD", "de_lowest_kj_mol": 305.2, "s_squared": 0.76, "multiplicity": 2, "total_charge": -1, "species": ["C", "N", "C", "C", "C", "C", "H", "H", "H", "H", "H", "H", "H", "H", "H", "H", "H", "O"], "coordinates": [[2.2555, 0.4835, 0.0246], [1.0488, 1.0035, -0.6779], [-0.1287, 0.9344, -0.0149], [-0.3714, 1.0835, 1.3634], [-2.4648, 1.2426, -0.6532], [-1.1867, 1.0280, -1.0047], [2.1355, -0.5460, 0.2506], [2.3052, 1.0427, 1.0133], [3.2145, 0.5635, -0.4965], [0.8807, 1.0640, -1.7072], [0.2641, 0.5362, 2.0808], [-1.1540, 1.7777, 1.7436], [-2.7115, 1.9307, 0.1654], [-3.2600, 0.8683, -1.3126], [-0.8576, 0.6983, -1.9244], [0.2201, -4.8293, 1.1019], [0.0165, -4.0778, -0.1961], [-0.2063, -4.8039, 0.2440]], "atomic_forces_ev_per_a": [[-0.9, 1.8, 0.0], [3.7, -0.4, -0.7], [-3.3, 1.6, -0.3], [0.8, -0.2, 0.5], [-2.4, 0.6, -0.5], [1.3, -0.1, 3.3], [-0.2, -1.4, 0.4], [0.0, -0.6, -1.1], [-0.3, 0.4, -0.3], [1.2, -0.6, 1.5], [-0.1, 0.8, -0.2], [0.4, -1.2, -0.4], [-0.1, -0.7, -0.1], [0.0, 0.6, 0.2], [0.1, -0.8, -2.4], [0.1, 0.4, -0.1], [1.6, 5.0, -2.6], [-1.7, -5.3, 2.7]]}


[8]
{"formula": "C5H11NO", "method": "ωB97M-V/def2-TZVPD", "de_lowest_kj_mol": 170.1, "s_squared": 0.76, "multiplicity": 2, "total_charge": -1, "species": ["N", "C", "C", "C", "C", "C", "H", "H", "H", "H", "H", "H", "H", "H", "H", "H", "H", "O"], "coordinates": [[1.6073, 1.1054, -1.0514], [1.0438, -0.1794, -0.8169], [1.5543, -1.4488, -0.8584], [-2.7304, 0.2950, 0.1834], [-1.3314, -0.2898, 0.2474], [-0.3977, 0.0976, -0.7119], [1.4117, 1.8253, -0.3135], [2.6455, 0.9760, -1.0965], [2.5832, -1.7857, -0.7061], [0.8629, -2.2557, -1.0706], [-2.8108, 0.9897, -0.6698], [-3.5690, -0.4080, 0.0598], [-3.0109, 0.8942, 1.0607], [-1.1382, -0.9144, 1.1223], [-0.6889, 0.8581, -1.4422], [0.8538, -0.0736, 1.4003], [1.6549, -0.1250, 2.7077], [1.4599, 0.4388, 1.9557]], "atomic_forces_ev_per_a": [[3.0, 0.2, 0.3], [-3.7, 1.0, 0.0], [0.9, -0.5, 0.2], [0.0, 0.2, -0.3], [-0.9, 0.0, -0.4], [1.0, -0.6, 0.3], [0.1, -1.5, -0.8], [-0.9, 0.5, -0.1], [-0.1, 0.5, 0.0], [-0.1, 0.1, 0.2], [0.1, -0.2, 0.2], [0.2, -0.2, 0.0], [0.1, 0.0, 0.2], [0.3, 0.0, -0.3], [-0.2, 0.2, 0.3], [0.0, 0.0, -0.2], [0.0, -0.1, -0.1], [0.2, 0.2, 0.6]]}


In Eh/bohr, the maximum force values for the records above are, in order, 0.1146; 0.1748; 0.0848; 0.1081; 0.1329; 0.0889; 0.1204; 0.0754.